The following is a DFT calculation (ωB97M-V/def2-TZVPD) of the molecule C9H15O2P in a non-equilibrium geometry.

Calculated values
Multiplicity = 1
HOMO (alpha / beta) = -6.47 / -6.46 eV
M = 186.19 g mol⁻¹
LUMO level (alpha / beta) = -0.0003 / -0.0004 Eh
Gap between HOMO and LUMO (alpha / beta) = 0.2374 / 0.2372 Ha
F_max = 0.0744 hartree/bohr
Energy above the lowest of the compared OMol25 structures with the same formula, charge and spin = 390.4 kJ/mol

```
27
Properties=species:S:1:pos:R:3:mulliken_charge:R:1
C -2.0014 -2.4201 1.7675 -0.738
C -2.1373 -2.2648 0.4575 -0.495
C 1.3021 0.8940 -0.4343 -0.685
C 1.9894 0.6160 0.7080 0.968
C -1.6267 -1.0934 -0.1603 0.855
C 3.4455 0.1221 0.6774 -1.362
C 1.4527 0.6602 2.1305 -0.941
C -1.7823 0.8368 -3.1795 -1.133
C -1.2201 0.3429 -1.9209 0.207
O -0.9236 -0.2316 0.5002 -0.426
O -1.8726 -0.8178 -1.4303 -0.334
P -0.4161 1.3151 -0.5645 0.050
H -2.2709 -3.3487 2.2635 0.277
H -1.5170 -1.8108 2.5046 0.242
H -2.7057 -2.9390 -0.1004 0.416
H 1.8386 0.7728 -1.3323 0.287
H 4.1571 0.7013 1.4599 0.284
H 3.6796 0.2250 -0.3780 0.382
H 3.3056 -0.8692 0.9644 0.371
H 2.3255 0.4842 2.9071 0.338
H 0.5189 0.0320 2.0772 0.134
H 0.9222 1.6753 2.1337 0.284
H -0.9975 1.4131 -3.6327 0.380
H -1.7510 -0.1439 -3.6702 0.322
H -2.7638 1.3518 -3.2264 0.234
H -0.7198 1.9871 0.6974 -0.044
H -0.2316 2.5097 -1.2193 0.125
```